(1)
{"formula": "C44H72ClN7O30", "method": "ωB97M-V/def2-TZVPD", "species": ["C", "N", "C", "C", "C", "C", "O", "H", "H", "H", "H", "H", "H", "H", "H", "H", "H", "H", "H", "H", "H", "Cl", "O", "O", "O", "O", "C", "N", "O", "O", "H", "H", "H", "C", "N", "O", "O", "H", "H", "H", "C", "N", "O", "O", "H", "H", "H", "C", "C", "C", "O", "C", "N", "H", "H", "H", "H", "H", "H", "H", "H", "H", "H", "H", "C", "C", "C", "O", "C", "N", "H", "H", "H", "H", "H", "H", "H", "H", "H", "H", "H", "C", "C", "C", "O", "C", "N", "H", "H", "H", "H", "H", "H", "H", "H", "H", "H", "H", "C", "C", "C", "O", "C", "C", "C", "O", "O", "O", "H", "H", "H", "H", "C", "C", "C", "O", "C", "C", "C", "O", "O", "O", "H", "H", "H", "H", "C", "C", "C", "O", "C", "C", "C", "O", "O", "O", "H", "H", "H", "H", "C", "C", "C", "O", "C", "C", "C", "O", "O", "O", "H", "H", "H", "H"], "positions_angstrom": [[0.2061, -0.3434, -1.7369], [-0.5767, 0.6907, -0.8896], [-1.5909, 1.4553, -1.7426], [-1.3737, -0.0970, 0.1862], [0.2970, 1.6658, -0.0448], [1.4464, 1.0010, 0.7600], [2.4852, 0.4534, -0.0608], [0.7986, 0.2106, -2.4633], [-0.4740, -1.0798, -2.1628], [0.8375, -0.7962, -0.9734], [-2.1940, 2.0805, -1.0847], [-2.2498, 0.8474, -2.3621], [-0.9685, 1.9970, -2.4548], [-0.6959, -0.6582, 0.8287], [-1.9656, -0.7695, -0.4341], [-1.9344, 0.6030, 0.8052], [-0.2792, 2.2808, 0.6447], [0.7181, 2.4157, -0.7153], [1.0262, 0.2922, 1.4746], [1.9701, 1.7866, 1.3058], [3.2907, 0.2694, 0.4350], [-2.2984, 3.6701, 2.2806], [-3.0317, 2.8586, 1.3575], [-1.5862, 4.6451, 1.5137], [-3.1922, 4.2081, 3.3210], [-1.4070, 2.7373, 2.9096], [0.7469, 0.8721, -6.5749], [0.5817, 0.1260, -5.2957], [-0.4251, 0.3236, -4.6488], [1.4579, -0.6859, -4.9920], [-0.1588, 1.4612, -6.7166], [0.8322, 0.1867, -7.4173], [1.5481, 1.6104, -6.5897], [0.4110, 4.3441, 4.9826], [1.5154, 3.3490, 4.6571], [2.0814, 3.4894, 3.5924], [1.7320, 2.5194, 5.4899], [0.1276, 4.2497, 6.0301], [-0.5024, 4.1945, 4.4066], [0.6661, 5.3807, 4.7638], [-4.6872, -4.5307, -1.0926], [-3.8963, -3.2657, -0.9589], [-4.4530, -2.1959, -0.7663], [-2.6900, -3.3488, -0.8034], [-4.3725, -4.9866, -2.0306], [-5.6874, -4.1223, -1.2367], [-4.6736, -5.1311, -0.1842], [-1.8230, 0.1361, 5.7528], [-2.0091, -0.8090, 4.5018], [-3.3659, -0.6159, 3.7472], [-4.4787, -0.7842, 4.5527], [-5.6717, -0.5612, 3.7804], [-0.9638, -0.5195, 3.6000], [-1.9044, 1.1989, 5.5233], [-0.8302, -0.0846, 6.1453], [-2.5999, -0.0080, 6.5041], [-1.9312, -1.8591, 4.7856], [-3.3995, -1.2107, 2.8330], [-3.3216, 0.4256, 3.4220], [-5.8274, -1.3390, 3.0313], [-5.6740, 0.3554, 3.1885], [-6.6124, -0.4362, 4.3165], [-1.0915, 0.4416, 3.3105], [-0.1239, -0.5401, 4.1626], [3.6810, -1.4355, 2.7583], [4.5486, -1.5375, 1.4566], [3.9854, -2.4494, 0.3336], [4.7551, -2.3462, -0.8452], [4.0649, -2.9867, -1.9292], [4.8858, -0.1856, 0.9231], [2.6358, -1.1555, 2.6277], [4.1556, -0.7416, 3.4521], [3.6945, -2.4186, 3.2296], [5.5098, -1.9700, 1.7380], [2.9471, -2.1954, 0.1143], [3.9770, -3.4802, 0.6911], [3.2541, -2.3500, -2.2858], [3.8014, -4.0323, -1.7710], [4.7297, -2.8802, -2.7871], [5.3586, -0.3369, 0.0418], [5.5993, 0.2887, 1.4591], [2.7059, 2.3458, -3.5060], [3.1798, 3.6144, -2.8901], [4.6121, 3.4637, -2.2464], [4.5148, 2.9826, -0.9611], [5.7215, 2.7448, -0.2308], [3.2846, 4.6063, -3.9437], [1.8722, 2.4662, -4.1980], [2.4616, 1.6401, -2.7112], [3.5238, 1.8582, -4.0381], [2.5032, 4.0218, -2.1386], [5.0903, 4.4445, -2.2539], [5.1711, 2.8536, -2.9584], [6.3440, 3.6304, -0.1036], [6.1806, 1.8173, -0.5744], [5.3877, 2.4562, 0.7663], [4.0770, 5.2273, -3.8546], [3.4926, 4.1369, -4.8146], [1.3470, -3.9533, -4.3139], [1.6301, -4.8606, -5.2768], [1.0782, -6.2346, -5.2221], [1.4188, -7.1354, -5.9962], [0.0255, -6.4155, -4.2118], [-0.2955, -5.5195, -3.2841], [0.5394, -4.3169, -3.0948], [0.4288, -3.5744, -2.1231], [-1.3102, -5.6122, -2.3958], [2.4334, -4.5949, -6.3226], [1.7568, -2.9552, -4.2623], [-0.6574, -7.2453, -4.3242], [-1.1863, -5.0646, -1.6148], [2.5220, -5.3405, -6.9231], [3.4528, 7.9186, 1.2095], [2.5031, 8.2780, 2.1182], [1.5316, 7.3117, 2.6548], [0.6566, 7.5953, 3.5000], [1.4436, 5.9895, 1.9600], [2.3863, 5.6758, 1.0464], [3.5568, 6.5525, 0.5886], [4.3774, 6.1323, -0.2044], [2.3716, 4.5060, 0.3376], [2.3909, 9.5273, 2.5765], [4.2077, 8.6254, 0.8965], [0.5962, 5.3444, 2.1394], [3.2489, 4.3062, -0.0051], [2.0924, 9.5657, 3.4894], [-6.9857, -0.6893, 0.5064], [-6.0955, 0.2153, 0.0900], [-5.9082, 0.7021, -1.3147], [-4.9755, 1.4264, -1.6731], [-6.9774, 0.1679, -2.2181], [-7.8628, -0.7874, -1.8382], [-7.8886, -1.3117, -0.3716], [-8.7514, -2.1226, 0.0077], [-8.9160, -1.2319, -2.5700], [-5.3110, 0.8555, 1.0064], [-7.0322, -1.0284, 1.5309], [-7.0915, 0.4868, -3.2441], [-9.4034, -1.8297, -1.9939], [-4.6468, 1.3924, 0.5619], [-1.3773, -5.8302, 1.9186], [-0.5395, -6.4589, 1.0341], [0.7439, -5.9157, 0.4982], [1.3983, -6.4876, -0.3522], [1.0202, -4.6400, 1.1352], [0.1705, -3.9626, 1.9575], [-1.1747, -4.4939, 2.4119], [-1.9965, -3.8859, 3.0571], [0.4285, -2.6626, 2.2442], [-0.7610, -7.7483, 0.6912], [-2.1665, -6.3685, 2.4240], [1.9499, -4.2065, 0.7964], [-0.2063, -2.2845, 2.8635], [-1.6797, -7.9578, 0.8793]], "multiplicity": 1, "homo_lumo_gap_ev": 7.1, "e_homo_ev": -9.03, "e_above_lowest_ev": 0.0000, "max_force_ha_per_bohr": 0.0758}

(2)
{"formula": "C30H36BaF5N4O2PSe", "method": "ωB97M-V/def2-TZVPD", "species": ["Ba", "C", "C", "N", "C", "C", "N", "C", "C", "C", "N", "C", "C", "N", "C", "H", "H", "H", "H", "H", "H", "H", "H", "H", "H", "H", "H", "H", "H", "H", "H", "H", "H", "H", "H", "H", "H", "H", "H", "O", "C", "O", "C", "P", "C", "C", "C", "C", "C", "C", "C", "C", "C", "C", "C", "C", "H", "H", "H", "H", "H", "H", "H", "H", "H", "H", "H", "H", "F", "C", "C", "F", "C", "F", "C", "Se", "C", "F", "C", "F"], "positions_angstrom": [[-0.7890, 0.5069, -0.7912], [-2.9771, -2.9465, -2.1249], [-1.4695, -3.1761, -2.0466], [-0.6649, -1.9866, -2.3288], [-0.4387, -1.7286, -3.7560], [-1.1511, -0.4910, -4.2751], [-0.6035, 0.7309, -3.6821], [-1.0526, 1.9435, -4.3844], [-2.5064, 2.3478, -4.1361], [-2.7968, 3.0038, -2.7854], [-2.9859, 2.0619, -1.6801], [-4.3003, 1.4177, -1.6194], [-4.2528, -0.0780, -1.8906], [-3.4114, -0.7671, -0.9067], [-3.5949, -2.2274, -0.9254], [-3.4568, -3.9268, -2.1866], [-3.2322, -2.4348, -3.0583], [-1.2014, -3.9917, -2.7314], [-1.2181, -3.5162, -1.0384], [0.2488, -2.0865, -1.9001], [-0.7519, -2.5891, -4.3585], [0.6367, -1.5992, -3.9098], [-2.2147, -0.5523, -4.0372], [-1.0727, -0.4621, -5.3723], [0.4076, 0.6827, -3.7777], [-0.9118, 1.8193, -5.4671], [-0.4050, 2.7666, -4.0718], [-3.1776, 1.4979, -4.2944], [-2.7632, 3.0708, -4.9143], [-3.6779, 3.6508, -2.8909], [-1.9600, 3.6541, -2.5164], [-2.8271, 2.5536, -0.8064], [-4.9926, 1.8859, -2.3275], [-4.7198, 1.5733, -0.6210], [-3.8521, -0.2571, -2.8899], [-5.2778, -0.4782, -1.8829], [-3.7064, -0.4410, 0.0120], [-4.6663, -2.4680, -0.8883], [-3.1469, -2.6278, -0.0123], [-2.0499, 1.5711, 1.3365], [-1.0254, 2.3095, 1.4181], [-0.5411, 2.9218, 0.4304], [-0.2052, 2.2330, 2.6917], [0.9669, 0.8256, 2.3089], [1.1429, 0.0263, 3.9433], [0.5336, -1.2120, 4.1155], [0.6033, -1.8765, 5.3338], [1.2794, -1.2986, 6.3959], [1.8775, -0.0523, 6.2405], [1.8092, 0.6066, 5.0238], [2.5738, 1.6585, 2.0704], [3.7629, 0.9990, 2.3825], [4.9894, 1.5746, 2.0836], [5.0425, 2.8165, 1.4675], [3.8639, 3.4743, 1.1459], [2.6354, 2.8981, 1.4349], [-0.8309, 1.9289, 3.5278], [0.3307, 3.1554, 2.9094], [0.0050, -1.6659, 3.2875], [0.1362, -2.8466, 5.4448], [1.3428, -1.8155, 7.3450], [2.4038, 0.4028, 7.0701], [2.2891, 1.5707, 4.9051], [3.7344, 0.0271, 2.8612], [5.9033, 1.0477, 2.3277], [5.9992, 3.2648, 1.2312], [3.8984, 4.4396, 0.6565], [1.7192, 3.4075, 1.1566], [3.7334, -3.9448, 2.9689], [3.4087, -3.1134, 1.9750], [2.0925, -2.9769, 1.5767], [1.1415, -3.7214, 2.1588], [1.7767, -2.0961, 0.5598], [0.4569, -2.0155, 0.2258], [2.7236, -1.3537, -0.1362], [2.3001, -0.2041, -1.5877], [4.0385, -1.5359, 0.2830], [5.0317, -0.8844, -0.3223], [4.3821, -2.3810, 1.3231], [5.6583, -2.5002, 1.7032]], "multiplicity": 1, "homo_lumo_gap_ev": 7.2, "e_homo_ev": -7.12, "e_above_lowest_ev": 0.0000, "max_force_ha_per_bohr": 0.0078}